Record 1
The following is a DFT calculation (ωB97M-V/def2-TZVPD) of a molecular structure, C26H23BrN3O5PPt.

Atoms and positions in Å:
Pt: -0.4660 -0.2386 -0.1453
C: 1.0136 4.0279 -5.6766
C: 2.1942 3.5991 -5.0850
C: 2.1604 2.8390 -3.9242
C: 0.9323 2.4986 -3.3597
C: -0.2517 2.9359 -3.9537
C: -0.2108 3.6967 -5.1113
P: 0.7878 1.3515 -1.9536
C: 2.3488 1.4058 -1.0755
C: 2.8666 2.6509 -0.7138
C: 4.0143 2.7223 0.0522
C: 4.6338 1.5562 0.4830
C: 4.1106 0.3168 0.1435
C: 2.9677 0.2370 -0.6333
C: 0.6071 -0.2439 -2.7799
C: 0.9318 -0.5578 -4.0970
C: 0.6233 -1.8243 -4.5665
C: -0.0079 -2.7498 -3.7369
C: -0.3292 -2.4291 -2.4255
C: -0.0323 -1.1605 -1.9369
H: 1.0488 4.6269 -6.5773
H: 3.1476 3.8550 -5.5287
H: 3.0824 2.5043 -3.4673
H: -1.2046 2.6755 -3.5068
H: -1.1308 4.0313 -5.5722
H: 2.3584 3.5594 -1.0118
H: 4.4075 3.6868 0.3435
H: 5.5205 1.6148 1.1005
H: 4.5829 -0.5889 0.4992
H: 2.5580 -0.7303 -0.8948
H: 1.4217 0.1633 -4.7396
H: 0.8641 -2.0917 -5.5873
H: -0.2580 -3.7305 -4.1226
H: -0.8283 -3.1642 -1.8054
N: -1.4163 -2.0862 0.9957
N: -0.8624 -2.0855 2.2807
C: 0.2956 -1.3366 2.5340
O: 0.8976 -1.5334 3.5639
O: 0.6115 -0.4371 1.6331
H: -2.3884 -1.7865 1.0071
H: -1.3278 -2.9818 0.5280
H: -0.9264 -2.9344 2.8217
C: -2.8699 1.2755 -0.9682
O: -2.4894 0.0936 -0.3136
H: -3.8947 1.5353 -0.6895
H: -2.8194 1.1572 -2.0578
H: -2.2210 2.1109 -0.6780
Br: -4.0234 -0.0658 4.0577
C: -2.4719 1.0211 4.0324
C: -1.9825 1.5620 5.2098
N: -0.8835 2.3125 5.2422
C: -0.2325 2.5189 4.0976
C: -0.6600 2.0171 2.8749
C: -1.8244 1.2671 2.8418
C: 0.1683 2.2576 1.6449
O: 1.2320 2.8263 1.7218
O: -0.3962 1.8603 0.5118
H: -2.4936 1.3960 6.1506
H: 0.6766 3.1030 4.1479
H: -2.2199 0.9002 1.9035

Forces on the atoms, in the same order (eV/Å):
-0.5 -0.1 0.7
0.0 0.0 0.0
0.0 0.0 0.0
0.0 0.0 0.0
-0.3 0.2 0.2
0.0 0.0 0.0
0.0 0.0 0.0
0.7 -0.3 -0.6
0.0 0.1 0.0
0.0 0.0 0.0
0.1 0.0 0.0
0.0 0.0 0.0
0.0 0.0 0.0
0.0 0.0 -0.1
-0.2 -0.1 0.0
0.1 0.0 0.0
0.0 0.0 0.0
0.0 0.0 0.0
0.0 0.0 0.0
0.2 0.2 -0.1
0.0 0.0 0.0
0.0 0.0 0.0
0.0 0.0 0.0
0.0 0.0 0.0
0.0 0.0 0.0
0.0 0.0 0.0
0.0 0.0 0.0
0.0 0.0 0.0
0.0 0.0 0.0
0.0 0.0 0.0
0.0 0.0 0.0
0.0 0.0 0.0
0.0 0.0 0.0
0.0 0.0 0.0
-0.1 -0.1 -0.2
0.0 0.0 0.0
0.1 0.1 -0.2
0.1 0.0 0.0
0.0 -0.2 0.3
0.0 0.0 0.0
0.0 0.0 0.1
-0.1 0.0 0.0
0.0 0.1 0.1
-0.1 0.0 -0.1
0.0 -0.1 0.0
0.0 0.0 0.0
0.0 0.0 0.0
0.0 0.0 0.0
0.0 0.0 0.1
0.1 0.1 0.0
0.0 0.0 -0.1
-0.1 -0.1 0.2
0.0 0.0 0.1
-0.1 0.0 -0.2
0.0 -0.1 -0.3
0.1 0.1 0.0
0.0 0.3 0.0
0.0 0.0 0.0
0.0 0.0 0.0
0.0 -0.1 0.0

Values from the calculation:
HOMO level (alpha / beta): -7.9 / -8.9 eV
DFT total energy: -4579.537780 Ha
Multiplicity: 5

Atom charges from the natural (NBO) analysis, given in e for atoms 1 to 4:
1. Pt 1.413
2. C -0.208
3. C -0.153
4. C -0.218

=====

Record 2
The following is a DFT calculation (ωB97M-V/def2-TZVPD) of a molecular structure, C26H23BrN4O6STa.

Atoms and positions in Å:
Ta: -0.3952 -0.1031 0.5216
N: -1.7969 0.7746 -1.3746
C: -1.4514 -0.1420 -2.5001
C: -0.1277 -0.8487 -2.2246
O: 0.3215 -1.7479 -2.8314
O: 0.4336 -0.3442 -1.0638
H: -2.8078 0.8229 -1.2816
H: -1.4898 1.7208 -1.5984
H: -1.3846 0.3649 -3.4624
H: -2.2032 -0.9253 -2.5873
N: 5.1036 -4.1597 3.2613
C: 3.8988 -3.8250 3.7420
O: 3.4750 -4.1268 4.8338
C: 2.9832 -2.9795 2.8528
C: 1.6813 -2.8281 3.3379
C: 0.7923 -2.0318 2.6670
N: 1.1359 -1.3797 1.5293
C: 2.3810 -1.5431 1.0379
C: 3.3230 -2.3254 1.6720
H: 5.6910 -4.7164 3.8648
H: 5.4432 -3.9432 2.3427
H: 1.4176 -3.3397 4.2546
H: -0.2157 -1.8970 3.0406
H: 2.6142 -1.0445 0.1065
H: 4.3077 -2.4040 1.2328
Br: -6.5163 -1.4676 4.5838
C: -5.3840 -2.2038 3.2820
C: -5.5940 -3.5069 2.7892
N: -4.7400 -4.0955 1.9678
C: -3.7034 -3.4531 1.4918
C: -3.5052 -2.0867 1.7913
C: -4.3623 -1.4727 2.7275
C: -2.3902 -1.3780 1.2767
O: -1.9797 -0.2300 1.7701
O: -1.6266 -1.7822 0.3189
H: -6.4841 -4.0656 3.0583
H: -2.9939 -4.0089 0.8877
H: -4.2324 -0.4280 2.9773
O: 0.0743 1.4795 1.4057
S: -0.8568 2.5047 2.2849
C: 0.1632 3.5784 3.2280
C: 1.1834 4.4010 2.7538
C: 1.7663 5.2875 3.6367
C: 1.3276 5.3675 4.9584
C: 0.3180 4.5345 5.4217
C: -0.2625 3.6207 4.5603
C: -1.4692 3.4925 0.9364
C: -0.6293 3.9352 -0.0836
C: -1.1700 4.7143 -1.0934
C: -2.5235 5.0450 -1.0766
C: -3.3471 4.5913 -0.0546
C: -2.8239 3.8047 0.9624
H: 1.5340 4.3493 1.7332
H: 2.5623 5.9312 3.2878
H: 1.7820 6.0839 5.6299
H: -0.0155 4.5917 6.4485
H: -1.0438 2.9525 4.9038
H: 0.4235 3.6847 -0.0937
H: -0.5307 5.0859 -1.8835
H: -2.9338 5.6717 -1.8574
H: -4.3952 4.8583 -0.0375
H: -3.4523 3.4618 1.7764

Forces on the atoms, in the same order (eV/Å):
-0.1 -1.7 1.4
0.5 -0.5 0.5
0.1 0.0 0.1
-0.8 -0.5 -1.4
0.2 0.3 0.3
1.6 -0.1 -1.0
0.0 0.0 0.1
0.0 0.1 0.1
0.0 0.1 0.0
0.0 0.0 0.0
0.1 0.0 0.1
-0.1 0.0 -0.1
0.0 0.0 -0.1
-0.2 0.1 0.0
0.1 0.0 0.0
0.0 -0.1 0.2
-0.9 0.6 -0.4
0.1 0.0 -0.2
0.0 -0.1 0.1
0.1 0.0 0.0
0.0 0.0 0.0
-0.1 0.0 0.0
0.0 0.0 0.0
0.0 0.0 0.0
0.0 0.0 0.0
0.1 -0.1 -0.2
-0.1 0.1 -0.1
0.1 0.4 0.1
-0.1 -0.7 -0.3
0.1 0.4 0.0
0.2 -0.1 0.1
0.0 0.2 0.1
-0.8 -0.5 0.5
-0.4 0.3 0.0
0.5 0.4 -0.3
0.1 0.0 0.1
-0.1 0.0 0.0
0.0 0.0 0.1
0.2 0.8 0.1
-0.1 1.5 0.2
-0.2 -0.5 0.0
0.1 0.0 -0.1
0.0 0.0 -0.2
-0.1 -0.1 0.1
0.1 0.1 0.0
-0.1 -0.2 0.0
0.0 -0.2 0.0
0.1 0.0 -0.1
0.1 0.0 0.0
-0.1 0.0 0.1
0.0 0.1 -0.1
0.1 -0.1 0.2
0.0 0.0 0.0
0.0 0.0 0.0
0.0 0.0 0.0
0.0 0.0 0.0
0.0 0.0 0.1
0.0 0.0 0.0
0.0 0.0 0.0
0.0 0.0 0.0
0.0 0.0 0.0
0.0 0.0 0.0

Values from the calculation:
HOMO level: -16.7 eV
DFT total energy: -4703.440784 Ha
Charge: +3

Atom charges from the natural (NBO) analysis, given in e for atoms 1 to 4:
1. Ta 2.644
2. N -0.844
3. C -0.359
4. C 0.771

=====

Record 3
The following is a DFT calculation (ωB97M-V/def2-TZVPD) of a molecular structure, C26H23Co2O7Si.

Atoms and positions in Å:
C: -2.0578 -4.0540 -1.2444
Si: -2.9621 -2.7140 -2.1615
C: -3.0693 -3.0669 -3.9840
C: -4.5932 -2.2980 -1.3875
O: -1.9888 -1.3297 -1.9474
C: -1.5466 -0.4684 -2.9276
C: -2.2964 0.6445 -3.1771
C: -0.3303 -0.8648 -3.6484
C: -0.0746 -0.3164 -4.9247
C: 0.9921 -0.7783 -5.6955
C: 1.8102 -1.8009 -5.2019
C: 1.5678 -2.3719 -3.9441
C: 0.5225 -1.8881 -3.1580
H: -2.6622 -4.9734 -1.2252
H: -1.1009 -4.2998 -1.7269
H: -1.8534 -3.7624 -0.2045
H: -3.6398 -3.9948 -4.1538
H: -3.5852 -2.2576 -4.5230
H: -2.0753 -3.1985 -4.4392
H: -5.2784 -3.1571 -1.4386
H: -4.4595 -2.0297 -0.3295
H: -5.0731 -1.4524 -1.8997
H: -1.9883 1.2792 -3.9986
H: -3.1752 0.8680 -2.5726
H: -0.7390 0.4676 -5.2835
H: 1.1773 -0.3354 -6.6780
H: 2.6423 -2.1662 -5.7990
H: 2.1905 -3.1888 -3.5602
H: 0.3513 -2.2804 -2.1518
O: 4.4269 6.1007 2.6758
C: 3.6422 5.2509 2.6497
Co: 2.3730 3.9092 2.5844
C: 1.6838 4.2417 0.9673
O: 1.1376 4.3381 -0.0403
C: 3.3661 2.5002 2.1392
O: 3.9809 1.5817 1.7879
C: 1.2021 4.0197 3.9700
C: 0.8757 3.0220 3.0641
C: 0.0436 2.1121 2.5033
C: 0.2564 0.6757 2.3420
C: -0.3691 0.1086 1.2035
C: -0.2837 -1.2460 0.9298
C: 0.4387 -2.0908 1.7804
C: 1.0907 -1.5582 2.8990
C: 1.0308 -0.1844 3.1679
Co: 2.1028 3.1900 5.5222
C: 3.1435 4.4864 5.9409
O: 3.8568 5.3653 6.1916
C: 3.0966 1.7504 5.5841
O: 3.7794 0.8134 5.6762
C: 0.7629 3.0329 6.6325
O: -0.1489 2.9276 7.3445
H: 0.6413 4.9236 4.1968
H: -0.8061 2.5006 1.9194
H: -0.9143 0.7707 0.5273
H: -0.8089 -1.6283 0.0548
H: 0.4742 -3.1575 1.5795
H: 1.6492 -2.2144 3.5726
H: 1.5713 0.2469 4.0198

Forces on the atoms, in the same order (eV/Å):
-0.1 -0.4 0.1
1.0 1.0 0.1
-0.2 -0.2 -0.4
-0.4 -0.1 0.1
0.2 -0.3 -0.3
-2.1 1.1 0.5
1.2 -1.4 0.1
0.8 -0.6 -0.8
0.2 -0.4 0.5
-0.1 0.0 0.4
-0.1 -0.2 0.1
-0.1 0.4 -0.1
-0.5 0.5 -0.2
0.2 0.1 0.1
-0.2 0.1 0.1
-0.1 0.0 -0.2
0.1 0.2 0.0
0.2 -0.2 0.2
-0.3 0.1 0.2
0.1 0.2 0.1
0.0 -0.1 -0.3
0.1 -0.2 0.1
-0.2 0.3 0.4
0.3 -0.1 -0.3
0.3 -0.3 -0.1
0.0 -0.2 0.3
-0.2 0.1 0.0
-0.2 0.4 -0.2
0.0 0.1 -0.4
-1.3 -1.5 -0.2
1.0 1.6 0.8
4.8 -1.3 -0.9
-1.3 0.5 -0.6
0.7 -0.1 0.7
1.9 -2.0 -1.0
-1.3 1.7 0.8
-3.8 1.7 0.3
-1.0 0.2 2.3
-0.4 -1.0 0.0
0.6 0.2 -1.3
0.1 -0.4 0.3
-0.1 0.1 0.1
0.0 0.1 0.2
-0.1 0.4 -0.2
-0.2 0.4 -0.1
0.0 -0.4 -2.1
1.5 2.6 0.6
-0.6 -0.8 -0.1
1.1 -2.5 0.5
-0.8 1.3 -0.2
-1.4 -0.5 -0.2
1.2 0.3 -0.5
-0.1 -0.1 0.0
-0.2 -0.1 1.1
0.1 -0.2 0.2
0.2 0.0 0.2
0.0 0.1 0.0
-0.1 0.2 -0.3
-0.3 -0.2 -0.3

Values from the calculation:
HOMO level: -3.2 eV
DFT total energy: -4586.227796 Ha
Charge: -1

Atom charges from the natural (NBO) analysis, given in e for atoms 1 to 4:
1. C -1.157
2. Si 1.916
3. C -1.163
4. C -1.155

=====

Record 4
The following is a DFT calculation (ωB97M-V/def2-TZVPD) of a molecular structure, C26H23F12MgN5O6PS4.

Atoms and positions in Å:
Mg: 2.4325 0.4164 -0.7332
F: 5.0857 -2.7779 2.6557
C: 3.9582 -2.1650 2.3294
F: 3.9423 -0.9459 2.8473
F: 2.9272 -2.8572 2.8334
S: 3.7681 -2.1075 0.4998
O: 2.5098 -1.3562 0.3129
O: 3.7415 -3.4515 0.0280
N: 5.0279 -1.2551 0.1819
S: 5.3539 -0.6498 -1.2348
O: 4.3332 0.3105 -1.6710
O: 5.8115 -1.5792 -2.2105
C: 6.7779 0.3997 -0.7232
F: 7.2563 1.0144 -1.8006
F: 6.3847 1.3101 0.1588
F: 7.7308 -0.3520 -0.1891
S: 0.1270 0.6885 2.0516
C: -0.8721 -0.2690 1.1031
N: -0.9533 -1.5676 1.0587
C: -1.8165 -2.2447 0.0853
C: -2.9682 -1.3739 -0.3613
N: -2.5473 0.0073 -0.6245
C: -3.2634 0.7447 -1.6728
C: -4.7271 0.8739 -1.3412
C: -5.6858 0.2700 -2.1427
C: -7.0335 0.3763 -1.8232
C: -7.4240 1.0819 -0.6963
C: -6.4679 1.6874 0.1103
C: -5.1243 1.5860 -0.2119
C: -1.6535 0.5644 0.1380
S: -1.1651 2.1648 0.2030
C: -0.0455 -2.4434 1.8139
C: -0.8014 -3.3132 2.7801
C: -0.7387 -4.6962 2.6777
C: -1.4372 -5.4964 3.5728
C: -2.2061 -4.9150 4.5685
C: -2.2728 -3.5308 4.6746
C: -1.5708 -2.7335 3.7856
H: -2.2101 -3.1350 0.5759
H: -1.1939 -2.5474 -0.7558
H: -3.7750 -1.3435 0.3746
H: -3.3684 -1.7747 -1.2904
H: -3.1098 0.1939 -2.6011
H: -2.7744 1.7124 -1.7769
H: -5.3782 -0.2806 -3.0243
H: -7.7751 -0.0938 -2.4554
H: -8.4734 1.1647 -0.4457
H: -6.7722 2.2449 0.9863
H: -4.3781 2.0678 0.4109
H: 0.6810 -1.8075 2.3147
H: 0.4990 -3.0368 1.0761
H: -0.1351 -5.1483 1.8992
H: -1.3790 -6.5736 3.4889
H: -2.7509 -5.5378 5.2658
H: -2.8659 -3.0752 5.4566
H: -1.6130 -1.6531 3.8776
O: 2.9453 1.5754 0.7980
N: 2.9632 2.8248 0.5283
N: 2.4029 3.1110 -0.5799
O: 1.8604 2.1958 -1.3499
C: 2.4045 4.4752 -1.0234
C: 1.8992 4.7439 -2.2841
C: 1.8841 6.0565 -2.7347
C: 2.3654 7.0799 -1.9333
C: 2.8669 6.7883 -0.6708
C: 2.8910 5.4853 -0.2038
H: 1.5336 3.9283 -2.8892
H: 1.4947 6.2738 -3.7205
H: 2.3532 8.1019 -2.2882
H: 3.2445 7.5825 -0.0402
H: 3.2805 5.2536 0.7758
F: 0.5453 -0.2364 -1.3370
P: 0.5665 -1.2089 -2.7437
F: 2.1813 -1.0603 -2.6453
F: 0.4771 0.1286 -3.5996
F: -1.0503 -1.2786 -2.6783
F: 0.6401 -2.1214 -4.0293
F: 0.6285 -2.4907 -1.7620

Forces on the atoms, in the same order (eV/Å):
0.0 -0.4 -0.5
0.0 0.0 0.0
0.0 0.0 0.0
0.0 0.0 0.0
0.0 0.0 0.0
-0.2 0.1 0.0
0.4 0.1 0.0
0.0 0.0 0.1
0.0 0.0 -0.1
-0.2 0.1 -0.2
0.0 -0.3 0.5
0.1 0.1 0.0
0.0 0.1 0.0
0.0 0.0 0.0
0.0 0.0 0.0
0.0 0.0 0.0
0.0 0.0 0.0
0.0 0.0 0.0
0.0 0.0 0.0
0.0 0.0 0.0
0.0 0.1 0.0
-0.1 0.0 -0.1
0.1 -0.1 0.0
0.0 0.0 0.0
0.0 0.0 0.0
0.0 0.0 0.0
0.0 0.0 0.0
0.0 0.0 0.0
0.0 0.0 0.0
0.1 0.1 0.1
0.0 0.0 0.0
0.0 0.0 -0.1
0.0 0.0 0.0
0.0 0.0 0.0
0.0 0.0 0.0
0.0 0.0 0.0
0.0 0.0 0.0
0.0 0.0 0.0
0.0 0.0 0.0
-0.1 0.0 0.1
0.0 0.0 0.0
0.0 0.0 0.0
0.0 0.0 0.0
0.0 0.0 0.0
0.0 0.0 0.0
0.0 0.0 0.0
0.0 0.0 0.0
0.0 0.0 0.0
0.0 0.0 0.0
0.0 0.0 0.0
0.0 0.0 0.0
0.0 0.0 0.0
0.0 0.0 0.0
0.0 0.0 0.0
0.0 0.0 0.0
0.0 0.0 0.0
0.1 0.1 0.1
-0.1 0.0 0.0
0.1 -0.1 0.0
0.1 0.3 0.0
-0.1 0.0 0.0
0.0 0.0 0.0
0.0 0.0 0.0
0.0 0.0 0.0
0.0 0.0 0.0
0.0 0.1 0.0
0.0 0.0 0.0
0.0 0.0 0.0
0.0 0.0 0.0
0.0 0.0 0.0
0.0 0.0 0.0
-0.2 0.0 0.1
0.1 -0.2 -0.2
0.0 0.0 0.0
0.0 0.0 0.0
0.0 0.1 0.0
0.0 0.0 0.1
0.1 0.1 -0.1

Values from the calculation:
HOMO level (alpha / beta): -8.5 / -8.5 eV
DFT total energy: -5062.646622 Ha
Multiplicity: 2

Atom charges from the Löwdin analysis, given in e for atoms 1 to 4:
1. Mg 0.600
2. F 0.164
3. C -0.676
4. F 0.161

=====

Computed strongest force on any atom (eV Å⁻¹) in order:
1.0 2.2 5.0 0.6
Computed energy above the lowest of the compared OMol25 structures with the same formula, charge and spin (kJ/mol) in order:
79.8 43.0 55.0 46.3
Computed M (g mol⁻¹) in order:
763.4 780.4 593.4 913.0